[1]
DFT (ωB97M-V/def2-TZVPD) results for a structure of composition C20H39MoN4O8S.

XYZ file:
```
73
Properties=species:S:1:pos:R:3:forces:R:3
Mo -1.91284 1.08813 -1.67285 -3.1 1.7 3.6
C 3.51848 2.99223 0.54065 -0.2 0.0 0.0
C 2.13250 2.35131 0.65617 0.2 -0.1 0.1
C 1.99013 1.63385 2.00931 -0.2 0.1 -0.3
C 0.57571 1.28306 2.52885 0.3 0.1 0.3
C 0.76034 0.24068 3.63415 -0.1 0.0 -0.1
C -0.13629 2.51074 3.08444 -0.1 -0.1 -0.1
N -0.29537 0.75552 1.36709 -0.3 0.3 -0.3
C -1.12061 -0.45316 1.63491 -0.2 -0.2 0.0
C -2.43630 -0.69120 0.86648 0.2 0.1 -0.3
N -2.48986 -0.94684 -0.61986 -0.1 -0.2 0.3
C -3.96443 -1.03169 -0.91496 -0.1 0.4 0.0
C -4.59873 0.35828 -0.99832 -0.2 -1.3 0.6
O -5.67931 0.63332 -0.59230 0.1 0.3 -0.2
O -3.72778 1.15789 -1.60818 -2.6 -0.1 -1.3
C -1.97315 -2.32916 -1.02919 0.2 -0.1 -0.3
C -1.80876 -2.35462 -2.54637 -0.1 0.1 0.1
C -0.79473 -3.00967 -0.29182 0.1 0.2 0.0
C 0.72053 -2.79910 -0.58034 -0.2 -0.2 0.1
C 1.45832 -3.67560 0.44517 0.0 0.0 -0.1
C 1.08614 -3.32372 -1.97485 0.1 0.2 0.0
N 1.13481 -1.38819 -0.38670 0.0 0.1 0.1
C 2.26286 -0.92824 -1.20182 -0.1 0.1 0.1
C 2.82481 0.38309 -0.66016 -0.2 -0.1 -0.1
N 1.80845 1.42878 -0.46259 0.0 0.0 -0.1
C 1.52957 2.13326 -1.72445 0.0 -0.4 0.4
C 0.70921 1.26922 -2.66637 1.3 0.4 -0.6
O 0.85324 1.15591 -3.83960 -0.2 0.0 0.4
O -0.28578 0.56874 -2.01197 3.4 -1.5 -0.9
H 3.64070 3.72973 1.33298 0.1 0.0 0.0
H 3.62147 3.51552 -0.41048 0.1 0.0 0.0
H 4.31914 2.25592 0.62811 0.0 0.0 0.0
H 1.39774 3.14769 0.61150 -0.3 0.2 -0.1
H 2.42951 2.28818 2.76341 0.0 0.0 0.1
H 2.60383 0.72862 2.01450 0.0 0.0 0.0
H 1.54097 0.59857 4.30449 0.0 0.0 0.0
H 1.08857 -0.72420 3.24298 0.0 0.0 0.0
H -0.13131 0.09836 4.24328 0.0 0.0 0.0
H 0.40069 2.89800 3.94932 0.0 0.0 0.0
H -1.14829 2.25489 3.40924 0.0 0.0 0.0
H -0.20489 3.30029 2.33608 0.0 0.1 0.0
H -0.93585 1.52934 1.10230 0.1 -0.1 0.0
H 0.33803 0.62009 0.54292 -0.1 0.0 -0.1
H -1.46066 -0.38010 2.66532 0.0 0.0 0.1
H -0.47247 -1.31296 1.55609 0.1 0.0 0.1
H -3.09823 0.15509 1.06010 0.0 0.0 0.0
H -2.87396 -1.56686 1.35904 0.0 0.0 0.1
H -4.48741 -1.65252 -0.18747 0.0 0.0 0.1
H -4.11365 -1.45805 -1.90596 0.1 -0.1 0.1
H -2.80353 -2.99831 -0.77629 0.0 0.0 0.0
H -1.07619 -1.61880 -2.87149 0.1 -0.1 0.0
H -2.74626 -2.15251 -3.06453 0.0 0.0 0.0
H -1.48003 -3.34101 -2.86446 0.0 0.0 -0.1
H -0.95337 -4.06784 -0.51757 -0.1 0.0 0.1
H -0.97073 -2.94265 0.78294 0.0 -0.1 0.0
H 1.22734 -4.73282 0.30805 0.0 0.0 0.0
H 1.18673 -3.40638 1.47045 0.0 0.0 0.0
H 2.53791 -3.55631 0.33318 0.0 0.0 0.0
H 0.59197 -4.27851 -2.14793 0.0 0.0 0.0
H 2.15892 -3.49930 -2.04807 0.0 0.0 0.0
H 0.80800 -2.63629 -2.76927 0.0 -0.1 0.0
H 1.45355 -1.31909 0.57781 0.0 0.0 0.0
H 1.93672 -0.80627 -2.23363 0.0 -0.1 0.0
H 3.09376 -1.64348 -1.21440 0.0 0.0 -0.1
H 3.61189 0.71754 -1.34669 0.0 0.0 0.1
H 3.30442 0.17692 0.29655 0.0 0.0 0.0
H 2.43712 2.43198 -2.25682 0.0 0.0 -0.1
H 0.93949 3.02873 -1.51986 -0.1 0.0 0.1
O -3.04623 4.57932 -0.80879 -0.3 -0.1 -0.2
S -1.99674 3.64374 -0.71118 1.2 0.6 1.1
O -0.71206 4.07805 -0.22491 0.1 0.2 0.0
O -2.37454 2.37501 0.09290 1.0 -1.3 -1.0
O -1.72326 2.92991 -2.08833 -0.1 1.1 -1.3
```
Forces are in eV/Å.

Summary:
- LUMO energy (alpha / beta) (eV) = -4.5 / -4.3
- E_tot (eV) = -56398.3816
- orbital gap (alpha / beta) (eV) = 7.87 / 7.94
- total charge = +1

---

[2]
DFT (ωB97M-V/def2-TZVPD) results for a cluster of 4 separate species, C21H51FNO13PS4 in total.

XYZ file:
```
92
Properties=species:S:1:pos:R:3:forces:R:3
C 4.29900 -6.20603 3.56337 0.1 0.1 0.0
C 3.47687 -5.26643 2.68514 -0.1 0.0 0.2
C 2.27176 -5.93892 2.06371 0.1 0.1 -0.1
F 1.42025 -6.36153 3.08980 0.0 -0.1 0.0
C 1.49190 -5.04606 1.12536 0.1 0.1 0.0
O 0.99741 -3.93845 1.83580 0.0 0.0 0.1
C 0.31324 -2.99152 1.03571 0.0 -0.1 0.1
C -0.82643 -2.43883 1.87066 0.0 0.0 0.1
C -1.74835 -3.53550 2.41043 -0.1 0.1 -0.2
C -3.20481 -3.09085 2.50992 0.1 -0.2 -0.1
S -3.39131 -1.85552 3.83328 0.0 0.1 0.1
C 1.24588 -1.86250 0.49967 0.0 -0.1 -0.5
C 1.33697 -1.84841 -1.02657 0.0 0.2 0.3
O 2.57444 -2.01592 1.01462 0.0 0.0 0.2
C 3.08772 -0.89704 1.69738 0.1 0.0 0.1
C 2.31352 -0.51249 2.96022 0.1 0.0 -0.1
O 1.47550 0.61087 2.66398 0.0 0.2 0.0
O 0.13363 0.34224 3.05701 -0.1 0.0 0.2
P 4.87636 -1.25520 2.01185 0.2 0.3 -0.3
N 5.87938 -0.27864 1.31112 -0.2 -0.1 0.3
H 3.64974 -6.85332 4.15178 0.0 0.0 0.0
H 4.97800 -6.82160 2.97195 -0.1 -0.1 0.0
H 4.91199 -5.63759 4.26436 0.0 0.0 0.0
H 4.08655 -4.85045 1.88097 0.0 0.0 0.0
H 3.10307 -4.42477 3.27297 0.0 0.0 0.0
H 2.56703 -6.83544 1.50690 0.0 0.0 0.0
H 2.16233 -4.72724 0.31521 0.0 0.0 0.0
H 0.66693 -5.61757 0.67964 0.0 0.0 0.0
H -0.11514 -3.51255 0.16855 0.0 0.0 0.0
H -1.40586 -1.74084 1.25655 0.1 0.0 0.0
H -0.41534 -1.84202 2.68553 -0.1 -0.1 -0.1
H -1.39739 -3.87066 3.38745 0.0 -0.1 0.0
H -1.70695 -4.40573 1.74782 0.0 0.0 0.0
H -3.84639 -3.94541 2.72159 0.0 0.0 0.1
H -3.52695 -2.66184 1.56168 0.0 0.1 0.0
H -4.27305 -1.04883 3.23420 0.0 0.0 0.0
H 0.84896 -0.89899 0.82882 -0.1 -0.1 0.1
H 1.58007 -0.85264 -1.39859 0.0 -0.2 0.1
H 0.39920 -2.16153 -1.48727 0.0 0.1 0.0
H 2.12583 -2.53279 -1.34247 -0.1 -0.1 0.0
H 3.12466 -0.00807 1.05235 0.0 0.0 0.0
H 2.98471 -0.21724 3.77172 0.0 0.0 0.0
H 1.70195 -1.35242 3.29000 0.0 0.0 0.0
H 0.08345 0.71254 3.95166 0.0 0.0 0.0
H 4.94464 -2.58841 1.58218 -0.1 -0.1 0.0
H 4.97144 -1.35294 3.41640 -0.1 -0.2 0.0
H 6.47551 0.21661 1.96195 0.1 0.1 -0.2
C -0.45251 3.17231 1.26705 -0.1 0.0 0.0
C -0.25964 3.94369 2.55056 0.2 -0.2 0.1
O -0.97677 5.20700 2.57171 -0.1 0.0 -0.1
S -2.54488 5.14770 2.80020 0.1 0.0 0.0
C -2.78587 6.85012 3.16805 0.0 0.0 0.0
O -2.81069 4.35068 3.96064 0.0 0.0 0.0
O -3.20798 4.83396 1.57273 0.0 0.0 0.0
H -1.48338 2.84189 1.14858 0.0 0.0 0.0
H 0.19012 2.29195 1.28407 0.0 0.0 0.0
H -0.19262 3.78836 0.40713 0.0 0.0 0.0
H -0.56296 3.36313 3.42264 -0.1 0.0 0.0
H 0.78070 4.23365 2.68179 0.0 0.1 0.0
H -2.26592 7.08836 4.09131 0.0 0.0 0.0
H -3.85860 6.99038 3.28161 0.0 0.0 0.0
H -2.41187 7.44031 2.33604 0.0 0.0 0.0
C -0.45678 2.46934 -2.37053 -0.1 -0.1 0.0
C 0.47545 3.23569 -3.27578 -0.2 0.1 -0.1
O 1.83948 2.73025 -3.23802 0.1 -0.1 0.0
S 2.13014 1.37515 -4.00443 0.1 0.3 0.0
C 3.88513 1.47445 -3.98941 0.0 0.0 0.0
O 1.63951 1.48669 -5.34714 -0.1 -0.1 0.0
O 1.71645 0.26158 -3.20689 0.0 0.0 -0.2
H -0.58545 1.44193 -2.70751 0.0 0.0 0.0
H -1.43342 2.95419 -2.38692 0.0 0.0 0.0
H -0.08440 2.45082 -1.34888 0.0 0.0 0.0
H 0.13061 3.22742 -4.31004 0.0 0.0 0.0
H 0.57166 4.27312 -2.96221 0.1 0.0 0.0
H 4.19477 2.33071 -4.58147 0.0 0.0 0.0
H 4.24923 0.54838 -4.42898 0.0 0.0 0.0
H 4.21818 1.56030 -2.95857 0.0 0.0 0.0
C -6.06369 2.88173 -3.84585 0.1 0.0 0.0
C -5.81964 1.65241 -4.69263 -0.2 -0.1 0.1
O -4.80884 1.86187 -5.71338 0.1 0.1 0.0
S -3.29468 1.89413 -5.24211 0.0 -0.1 -0.1
C -2.54478 1.74908 -6.82409 0.0 0.0 0.0
O -3.03078 0.72330 -4.46128 0.0 0.0 0.1
O -2.98445 3.17942 -4.69066 0.0 0.0 0.0
H -5.19450 3.13255 -3.24077 0.0 0.0 0.0
H -6.90544 2.69201 -3.17890 0.0 0.0 0.0
H -6.30042 3.74026 -4.47399 0.0 0.0 0.0
H -5.52890 0.79177 -4.08942 0.1 0.0 0.0
H -6.70704 1.38499 -5.26217 0.0 0.0 0.0
H -2.79591 0.77948 -7.24408 0.0 0.0 0.0
H -1.47112 1.83079 -6.66141 0.0 0.0 0.0
H -2.89936 2.56114 -7.45293 0.0 0.0 0.0
```
Forces are in eV/Å.

Summary:
- LUMO energy (eV) = 0.6
- structure (SMILES) = CC[C@@H](F)CO[C@@H](CCCS)[C@H](C)O[C@@H](COO)[PH2]=N.CCOS(C)(=O)=O.CCOS(C)(=O)=O.CCOS(C)(=O)=O
- E_tot (eV) = -106053.2930
- orbital gap (eV) = 9.38
- total charge = 0